C3H5NO2 in the gas phase. Source: OMol25; level of theory: ωB97M-V with the def2-TZVPD basis set.

Its gap between HOMO and LUMO is 0.4040 Ha. Its SMILES is O=C1NCCO1. The HOMO energy comes out at -10.19 eV.

CARTESIAN COORDINATES (ANGSTROEM)
O 2.590 -0.039 -0.313
C 1.402 0.062 -0.171
N 0.585 -0.647 0.696
C -0.774 -0.534 0.201
C -0.703 0.898 -0.296
O 0.614 0.931 -0.874
H 0.950 -1.530 1.021
H -0.934 -1.171 -0.679
H -1.537 -0.752 0.950
H -0.726 1.643 0.505
H -1.465 1.139 -1.039

---

C3H5NO2 in the gas phase. Source: OMol25; level of theory: ωB97M-V with the def2-TZVPD basis set.

Its gap between HOMO and LUMO is 0.2896 Ha. The HOMO energy comes out at -7.04 eV.

CARTESIAN COORDINATES (ANGSTROEM)
O 1.814 0.918 -1.693
C 1.356 1.302 -0.654
C -0.460 -0.966 1.375
N -0.870 -0.859 0.110
C -0.678 0.120 -0.763
O 0.079 1.149 -0.225
H 1.908 1.853 0.125
H -0.738 -1.853 1.920
H -0.008 -0.104 1.843
H -1.431 -1.628 -0.241
H -0.972 0.067 -1.799

---

A molecular structure, C3H5NO2. Source: OMol25; level of theory: ωB97M-V with the def2-TZVPD basis set.

Its gap between HOMO and LUMO is 0.3673 Ha. The HOMO energy comes out at -9.71 eV.

CARTESIAN COORDINATES (ANGSTROEM)
N -1.251 0.905 -1.433
C -0.720 -0.011 -0.667
C 0.325 0.953 -0.304
O 1.575 -0.365 0.445
C 0.874 -1.141 1.097
O -0.971 -1.108 -0.147
H -2.269 0.910 -1.491
H 1.005 1.351 -1.043
H 0.185 1.522 0.612
H 1.070 -2.219 1.070
H 0.167 -0.786 1.857

---

C3H5NO2 in the gas phase. Source: OMol25; level of theory: ωB97M-V with the def2-TZVPD basis set.

Its gap between HOMO and LUMO is 0.4159 Ha. Its SMILES is CC(=O)NC=O. The HOMO energy comes out at -10.59 eV.

CARTESIAN COORDINATES (ANGSTROEM)
C 0.988 0.168 -1.022
C 0.817 0.083 0.476
O 1.597 -0.395 1.253
N -0.497 0.553 0.872
C -1.449 -0.482 0.819
O -2.366 -0.473 0.035
H 0.095 -0.273 -1.482
H 1.877 -0.362 -1.359
H 1.032 1.213 -1.347
H -0.819 1.262 0.216
H -1.274 -1.294 1.540

---

C3H5NO2 in the gas phase. Source: OMol25; level of theory: ωB97M-V with the def2-TZVPD basis set.

Its gap between HOMO and LUMO is 0.4116 Ha. Its SMILES is N=C1OCCO1. The HOMO energy comes out at -10.22 eV.

CARTESIAN COORDINATES (ANGSTROEM)
N -1.891 0.772 -1.489
C -0.956 0.379 -0.787
O -0.960 0.418 0.731
C 0.256 -0.085 1.271
C 1.157 -0.493 -0.016
O 0.353 -0.198 -1.156
H -2.379 0.982 -2.363
H 0.110 -0.989 1.895
H 0.815 0.675 1.852
H 2.086 0.107 0.006
H 1.408 -1.568 0.055

---

C3H5NO2 in the gas phase. Source: OMol25; level of theory: ωB97M-V with the def2-TZVPD basis set.

Its gap between HOMO and LUMO is 0.3510 Ha. The HOMO energy comes out at -8.87 eV.

CARTESIAN COORDINATES (ANGSTROEM)
C -1.996 -0.078 0.082
C -0.529 0.212 0.088
O 0.105 -0.177 -0.970
C 1.211 0.562 -0.195
O 1.540 1.671 -0.514
N 1.979 -0.368 0.490
H -2.278 -0.630 -0.823
H -2.283 -0.640 0.978
H -2.540 0.872 0.128
H 1.839 -1.333 0.228
H 2.951 -0.091 0.508

---

C3H5NO2 in the gas phase. Source: OMol25; level of theory: ωB97M-V with the def2-TZVPD basis set.

Its gap between HOMO and LUMO is 0.4176 Ha. Its SMILES is [H]/N=C/OC(C)=O. The HOMO energy comes out at -10.54 eV.

CARTESIAN COORDINATES (ANGSTROEM)
C -1.232 0.306 0.118
C -0.658 -1.001 -0.263
O -1.130 -1.875 -0.922
O 0.722 -1.076 0.069
C 1.512 0.005 0.359
N 1.114 1.189 0.539
H -0.948 0.601 1.131
H -0.645 0.834 -0.642
H -2.275 0.505 -0.084
H 2.552 -0.323 0.393
H 1.859 1.853 0.693

---

C3H5NO2 in the gas phase. Source: OMol25; level of theory: ωB97M-V with the def2-TZVPD basis set.

Its gap between HOMO and LUMO is 0.3925 Ha. Its SMILES is [H]/N=C/OCC=O. The HOMO energy comes out at -9.85 eV.

CARTESIAN COORDINATES (ANGSTROEM)
N -1.352 -0.925 0.570
C -0.954 -1.060 -0.617
O 0.261 -0.652 -1.037
C 0.687 0.595 -0.497
C 0.921 0.674 1.002
O 0.890 1.738 1.570
H -2.282 -1.327 0.660
H -1.562 -1.468 -1.425
H -0.026 1.376 -0.781
H 1.647 0.801 -0.979
H 1.205 -0.259 1.516

---

C3H5NO2 in the gas phase. Source: OMol25; level of theory: ωB97M-V with the def2-TZVPD basis set.

Its gap between HOMO and LUMO is 0.3599 Ha. The HOMO energy comes out at -8.83 eV.

CARTESIAN COORDINATES (ANGSTROEM)
N -1.550 -0.326 0.172
C -1.613 -1.057 -0.797
O 0.994 -0.433 -0.665
C 1.028 0.957 -0.353
C 0.858 -0.020 0.716
O -0.328 -0.169 1.361
H -2.222 0.288 0.607
H -0.951 -1.829 -1.168
H 0.127 1.496 -0.656
H 1.963 1.480 -0.535
H 1.694 -0.386 1.318

---

A molecular structure, C3H5NO2. Source: OMol25; level of theory: ωB97M-V with the def2-TZVPD basis set.

Its gap between HOMO and LUMO is 0.3525 Ha. The HOMO energy comes out at -8.65 eV.

CARTESIAN COORDINATES (ANGSTROEM)
N -1.128 0.953 0.581
C -0.947 1.026 -0.666
O 0.097 0.445 -1.273
C 0.995 -0.215 -0.394
C 0.345 -1.278 0.452
O 0.987 -1.563 1.549
H -1.979 1.431 0.866
H -1.569 1.536 -1.407
H 1.519 0.498 0.257
H 1.721 -0.713 -1.045
H 0.037 -2.180 1.253

---

C3H5NO2 in the gas phase. Source: OMol25; level of theory: ωB97M-V with the def2-TZVPD basis set.

Its gap between HOMO and LUMO is 0.3911 Ha. Its SMILES is NC(=O)CC=O. The HOMO energy comes out at -9.94 eV.

CARTESIAN COORDINATES (ANGSTROEM)
N 1.554 1.152 0.338
C 0.719 0.041 0.342
O 1.274 -1.041 0.430
C -0.823 -0.147 0.391
C -1.316 -0.701 -0.941
O -2.410 -0.484 -1.399
H 1.505 2.076 -0.074
H 2.500 0.833 0.526
H -1.481 0.640 0.757
H -0.934 -1.006 1.083
H -0.589 -1.364 -1.453

---

C3H5NO2 in the gas phase. Source: OMol25; level of theory: ωB97M-V with the def2-TZVPD basis set.

Its gap between HOMO and LUMO is 0.3717 Ha. Its SMILES is C=C(O)C(N)=O. The HOMO energy comes out at -9.45 eV.

CARTESIAN COORDINATES (ANGSTROEM)
C 1.570 0.342 0.717
C 0.293 0.242 0.357
O -0.738 0.722 1.117
C -0.153 -0.462 -0.898
O 0.646 -0.870 -1.721
N -1.496 -0.639 -0.995
H -0.340 1.311 1.771
H 1.830 0.713 1.706
H 2.370 0.039 0.057
H -2.134 -0.256 -0.316
H -1.848 -1.143 -1.794

---

2 unconnected molecules or ions with the total composition C3H5NO2. Source: OMol25; level of theory: ωB97M-V with the def2-TZVPD basis set.

Its gap between HOMO and LUMO is 0.3713 Ha. The HOMO energy comes out at -10.51 eV.

CARTESIAN COORDINATES (ANGSTROEM)
C -0.881 -0.569 0.986
C -0.120 0.602 0.609
N -0.666 1.584 0.033
O 1.179 0.175 0.326
C 1.000 -0.318 -0.987
O 0.446 0.342 -1.828
H -1.954 -0.346 1.149
H -0.462 -1.286 1.681
H -0.273 -1.162 -0.292
H 0.049 2.115 -0.459
H 1.682 -1.137 -1.217

---

C3H5NO2 in the gas phase. Source: OMol25; level of theory: ωB97M-V with the def2-TZVPD basis set.

Its gap between HOMO and LUMO is 0.3669 Ha. Its SMILES is CNC(=O)C=O. The HOMO energy comes out at -9.86 eV.

CARTESIAN COORDINATES (ANGSTROEM)
C -1.043 -0.258 -1.350
N -0.529 -0.114 -0.002
C 0.788 0.069 0.228
O 1.662 0.042 -0.621
C 1.174 0.347 1.682
O 0.553 -0.051 2.636
H -0.293 -0.754 -1.968
H -1.955 -0.858 -1.351
H -1.269 0.721 -1.785
H -1.160 -0.093 0.783
H 2.094 0.948 1.787

---

C3H5NO2 in the gas phase. Source: OMol25; level of theory: ωB97M-V with the def2-TZVPD basis set.

Its gap between HOMO and LUMO is 0.3948 Ha. Its SMILES is [H]/N=C/OCC=O. The HOMO energy comes out at -9.74 eV.

CARTESIAN COORDINATES (ANGSTROEM)
N 0.394 -1.180 0.741
C -0.391 -1.283 -0.249
O -0.352 -0.371 -1.225
C 0.339 0.805 -0.817
C -0.027 1.146 0.620
O -1.179 1.184 0.978
H 0.213 -1.801 1.518
H -1.133 -2.047 -0.471
H 0.008 1.598 -1.498
H 1.418 0.664 -0.892
H 0.788 1.402 1.314

---

2 unconnected molecules or ions with the total composition C3H5NO2. Source: OMol25; level of theory: ωB97M-V with the def2-TZVPD basis set.

Its gap between HOMO and LUMO is 0.3464 Ha. The HOMO energy comes out at -9.27 eV.

CARTESIAN COORDINATES (ANGSTROEM)
N 2.410 1.149 0.201
C 1.291 0.743 0.013
O -0.482 1.398 0.438
C -1.419 0.555 0.177
C -0.405 -1.235 -0.267
O 0.819 -0.843 -0.483
H 3.307 0.715 0.137
H -1.947 0.639 -0.771
H -1.947 0.116 1.008
H -0.619 -1.743 0.676
H -1.008 -1.494 -1.129

---

2 unconnected molecules or ions with the total composition C3H5NO2. Source: OMol25; level of theory: ωB97M-V with the def2-TZVPD basis set.

Its gap between HOMO and LUMO is 0.3774 Ha. Its SMILES is [H]/N=C1\OCC1=O.[H][H]. The HOMO energy comes out at -10.46 eV.

CARTESIAN COORDINATES (ANGSTROEM)
O 1.491 -1.238 0.425
C 0.519 -0.568 0.227
C -0.993 -0.821 0.157
O -1.207 0.591 0.397
C 0.139 0.905 0.382
N 0.753 1.981 0.544
H 1.255 -0.691 -1.417
H 0.684 -0.320 -1.725
H -1.497 -1.146 -0.758
H -1.263 -1.444 1.009
H 0.118 2.751 0.758

---

2 unconnected molecules or ions with the total composition C3H5NO2. Source: OMol25; level of theory: ωB97M-V with the def2-TZVPD basis set.

Its gap between HOMO and LUMO is 0.4166 Ha. Its SMILES is N#CCC=O.O. The HOMO energy comes out at -10.97 eV.

CARTESIAN COORDINATES (ANGSTROEM)
O -0.502 0.503 1.688
C -0.977 0.474 0.579
C -0.174 0.299 -0.674
O 1.727 -1.074 1.082
C -0.870 -0.293 -1.802
N -1.466 -0.740 -2.685
H 1.065 -0.590 1.608
H -2.047 0.666 0.407
H -0.082 1.403 -0.824
H 0.816 -0.135 -0.498
H 2.511 -0.514 1.120

---

C3H5NO2 in the gas phase. Source: OMol25; level of theory: ωB97M-V with the def2-TZVPD basis set.

Its gap between HOMO and LUMO is 0.4299 Ha. Its SMILES is [H]/N=C(/C)OC=O. The HOMO energy comes out at -10.84 eV.

CARTESIAN COORDINATES (ANGSTROEM)
C 0.637 1.251 0.233
C 0.641 -0.241 0.220
N 1.658 -0.959 0.045
O -0.611 -0.820 0.530
C -1.603 -0.721 -0.378
O -1.508 -0.251 -1.477
H 0.343 1.620 1.222
H -0.087 1.610 -0.502
H 1.633 1.621 -0.016
H 1.412 -1.949 0.075
H -2.515 -1.160 0.050

---

A molecular structure, C3H5NO2. Source: OMol25; level of theory: ωB97M-V with the def2-TZVPD basis set.

Its expectation value of S² is 2.012. Its spin multiplicity is 3. Its gap between HOMO and LUMO (alpha / beta) is 0.2999 / 0.4738 Ha. The HOMO energy (alpha / beta) comes out at -7.55 / -12.41 eV.

CARTESIAN COORDINATES (ANGSTROEM)
C -1.786 -0.360 0.288
C 0.504 -0.589 -0.208
C -0.594 0.428 0.126
N -4.283 0.360 -0.331
O -3.104 0.625 -0.377
O -2.086 -1.450 0.601
H 0.565 -1.146 0.691
H 1.446 -0.063 -0.340
H 0.324 -1.001 -1.199
H -0.899 1.177 -0.580
H -0.401 0.916 1.011

---

Number 1: maximum force 0.5 eV/A, molecular weight 87.1 u. Number 2: maximum force 0.8 eV/A, molecular weight 87.1 u. Number 3: maximum force 0.4 eV/A, molecular weight 87.1 u. Number 4: maximum force 0.6 eV/A, molecular weight 87.1 u. Number 5: maximum force 2.8 eV/A, molecular weight 87.1 u. Number 6: maximum force 0.7 eV/A, molecular weight 87.1 u. Number 7: maximum force 1.2 eV/A, molecular weight 87.1 u. Number 8: maximum force 0.5 eV/A, molecular weight 87.1 u. Number 9: maximum force 0.8 eV/A, molecular weight 87.1 u. Number 10: maximum force 0.5 eV/A, molecular weight 87.1 u. Number 11: maximum force 1.0 eV/A, molecular weight 87.1 u. Number 12: maximum force 0.4 eV/A, molecular weight 87.1 u. Number 13: maximum force 4.4 eV/A, molecular weight 87.1 u. Number 14: maximum force 0.5 eV/A, molecular weight 87.1 u. Number 15: maximum force 0.8 eV/A, molecular weight 87.1 u. Number 16: maximum force 2.3 eV/A, molecular weight 87.1 u. Number 17: maximum force 1.6 eV/A, molecular weight 87.1 u. Number 18: maximum force 1.2 eV/A, molecular weight 87.1 u. Number 19: maximum force 0.6 eV/A, molecular weight 87.1 u. Number 20: maximum force 3.7 eV/A, molecular weight 87.1 u.